A 5-piece molecular cluster, C4H14O4 overall at a distorted geometry, computed with wB97M-V/def2-TZVPD.

LUMO (alpha / beta) = 3.1 / 3.0 eV
Total charge = -1
E = -12563.072 eV
Expectation value of S² = 0.7656
ΔE to the lowest compared entry with this formula, charge and spin = 128.1 kJ/mol
HOMO energy (alpha / beta) = 0.0025 / -0.1190 Eh
Frontier orbital gap (alpha / beta) = 2.99 / 6.22 eV
2S+1 = 2
Strongest force on any atom = 1.257 eV Å⁻¹

Bonds (Å) are listed after each position.
Atoms and positions in Å:
1 C 0.193 1.180 0.744  C2 1.383, H5 1.092, H6 1.081
2 C -1.180 1.120 0.890  C1 1.383, C3 1.422, H7 1.086
3 C -2.041 0.349 0.062  C2 1.422, C4 1.375, H8 1.091
4 C -3.181 -0.314 0.452  C3 1.375, H9 1.084, H10 1.087
5 H 0.737 0.710 -0.079  C1 1.092
6 H 0.833 1.912 1.216  C1 1.081
7 H -1.623 1.727 1.675  C2 1.086
8 H -1.715 0.188 -0.967  C3 1.091
9 H -3.626 -1.033 -0.227  C4 1.084
10 H -3.582 -0.348 1.461  C4 1.087
11 H 1.480 -1.139 -0.126  O13 0.968
12 H 1.810 -2.677 -0.213  O13 0.962
13 O 1.320 -2.007 0.273  H11 0.968, H12 0.962
14 H 1.095 -1.440 3.886  O16 0.969
15 H 1.494 -2.268 2.702  O16 0.967
16 O 1.462 -2.310 3.667  H14 0.969, H15 0.967
17 H 2.458 0.615 -3.045  O19 0.964
18 H 2.789 0.583 -1.568  O19 0.978
19 O 2.151 0.227 -2.218  H17 0.964, H18 0.978
20 H 0.274 1.592 -2.304  O22 0.972
21 H -1.048 1.611 -3.086  O22 0.961
22 O -0.099 1.723 -3.192  H20 0.972, H21 0.961

Which charges does Mulliken predict for the atoms? In e, they are: atom 1 (C): -0.235, atom 2 (C): -0.296, atom 3 (C): 0.035, atom 4 (C): -1.045, atom 5 (H): -0.538, atom 6 (H): 0.251, atom 7 (H): 0.331, atom 8 (H): 0.076, atom 9 (H): 0.251, atom 10 (H): 0.297, atom 11 (H): 0.312, atom 12 (H): 0.277, atom 13 (O): -0.647, atom 14 (H): 0.336, atom 15 (H): 0.355, atom 16 (O): -0.710, atom 17 (H): 0.296, atom 18 (H): 0.331, atom 19 (O): -0.687, atom 20 (H): 0.392, atom 21 (H): 0.320, atom 22 (O): -0.703

A 5-piece molecular cluster, C4H14O4 overall at a distorted geometry, computed with wB97M-V/def2-TZVPD.

LUMO = 0.5 eV
E = -12563.185 eV
ΔE to the lowest compared entry with this formula, charge and spin = 177.8 kJ/mol
HOMO energy = -0.3356 Eh
Frontier orbital gap = 9.60 eV
SMILES string = C=CC=C.O.O.O.O
2S+1 = 1
Strongest force on any atom = 2.342 eV Å⁻¹

Bonds (Å) are listed after each position.
Atoms and positions in Å:
1 C -0.849 -0.727 1.485  C2 1.327, H5 1.086, H6 1.085
2 C -0.180 -1.486 0.627  C1 1.327, C3 1.492, H7 1.090
3 C 0.602 -0.909 -0.506  C2 1.492, C4 1.327, H8 1.091
4 C 0.581 -1.436 -1.724  C3 1.327, H9 1.081, H10 1.088
5 H -1.052 0.314 1.250  C1 1.086
6 H -1.635 -1.163 2.094  C1 1.085
7 H -0.017 -2.551 0.794  C2 1.090
8 H 0.952 0.101 -0.290  C3 1.091
9 H 1.001 -0.976 -2.607  C4 1.081
10 H 0.234 -2.461 -1.834  C4 1.088
11 O 0.942 2.044 1.314  H12 0.941, H13 0.952
12 H 1.266 1.801 2.163  O11 0.941
13 H 1.078 2.927 0.987  O11 0.952
14 O 3.617 -0.011 0.776  H15 0.979, H16 0.978
15 H 3.642 -0.145 -0.193  O14 0.979
16 H 2.680 0.063 1.045  O14 0.978
17 O -1.440 2.257 -0.974  H18 0.972, H19 0.987
18 H -0.641 1.934 -0.525  O17 0.972
19 H -2.084 1.518 -0.862  O17 0.987
20 O -2.649 -0.271 -0.725  H21 0.970, H22 0.966
21 H -2.437 -0.546 -1.631  O20 0.970
22 H -3.613 -0.277 -0.665  O20 0.966

Which charges does Mulliken predict for the atoms? In e, they are: atom 1 (C): -0.683, atom 2 (C): -0.181, atom 3 (C): 0.269, atom 4 (C): -1.066, atom 5 (H): 0.189, atom 6 (H): 0.317, atom 7 (H): 0.359, atom 8 (H): 0.216, atom 9 (H): 0.301, atom 10 (H): 0.279, atom 11 (O): -0.545, atom 12 (H): 0.278, atom 13 (H): 0.272, atom 14 (O): -0.658, atom 15 (H): 0.325, atom 16 (H): 0.350, atom 17 (O): -0.709, atom 18 (H): 0.294, atom 19 (H): 0.414, atom 20 (O): -0.611, atom 21 (H): 0.326, atom 22 (H): 0.265

A 3-piece molecular cluster, C4H14O4 overall at a distorted geometry, computed with wB97M-V/def2-TZVPD.

LUMO = 0.6 eV
E = -12562.807 eV
ΔE to the lowest compared entry with this formula, charge and spin = 214.3 kJ/mol
HOMO energy = -0.3729 Eh
Frontier orbital gap = 10.74 eV
SMILES string = OCCCCO.O.O
2S+1 = 1
Strongest force on any atom = 6.033 eV Å⁻¹

Bonds (Å) are listed after each position.
Atoms and positions in Å:
1 O 1.818 -1.789 -2.327  C2 1.388, H7 0.971
2 C 1.738 -1.437 -0.987  O1 1.388, C3 1.474, H8 1.052, H9 1.125
3 C 0.663 -0.460 -0.741  C2 1.474, C4 1.454, H10 1.151, H11 1.129
4 C 0.831 0.754 0.042  C3 1.454, C5 1.586, H12 1.048, H13 1.022
5 C 1.181 0.343 1.533  C4 1.586, O6 1.456, H14 1.000, H15 1.001
6 O -0.092 -0.152 2.039  C5 1.456, H16 0.934
7 H 1.361 -1.191 -2.940  O1 0.971
8 H 1.649 -2.360 -0.490  C2 1.052
9 H 2.783 -1.032 -0.882  C2 1.125
10 H -0.280 -1.033 -0.412  C3 1.151
11 H 0.242 -0.133 -1.737  C3 1.129
12 H 0.064 1.468 0.068  C4 1.048
13 H 1.625 1.306 -0.287  C4 1.022
14 H 1.359 1.084 2.180  C5 1.000
15 H 1.816 -0.420 1.663  C5 1.001
16 H -0.164 -1.055 1.811  O6 0.934
17 O -2.309 1.091 1.075  H18 0.953, H19 1.043
18 H -2.382 1.574 1.894  O17 0.953
19 H -1.319 0.824 1.261  O17 1.043
20 O -3.598 0.603 -1.259  H21 0.923, H22 0.939
21 H -3.563 0.496 -0.342  O20 0.923
22 H -3.422 1.520 -1.162  O20 0.939

Which charges does Mulliken predict for the atoms? In e, they are: atom 1 (O): -0.575, atom 2 (C): -0.137, atom 3 (C): -0.264, atom 4 (C): -1.248, atom 5 (C): -0.643, atom 6 (O): -0.593, atom 7 (H): 0.323, atom 8 (H): 0.282, atom 9 (H): 0.241, atom 10 (H): 0.145, atom 11 (H): 0.373, atom 12 (H): 0.545, atom 13 (H): 0.437, atom 14 (H): 0.336, atom 15 (H): 0.475, atom 16 (H): 0.303, atom 17 (O): -0.657, atom 18 (H): 0.284, atom 19 (H): 0.377, atom 20 (O): -0.624, atom 21 (H): 0.331, atom 22 (H): 0.290

A 3-piece molecular cluster, C4H14O4 overall at a distorted geometry, computed with wB97M-V/def2-TZVPD.

LUMO = 0.7 eV
E = -12564.033 eV
ΔE to the lowest compared entry with this formula, charge and spin = 96.0 kJ/mol
HOMO energy = -0.3807 Eh
Frontier orbital gap = 11.09 eV
SMILES string = OCCCCO.O.O
2S+1 = 1
Strongest force on any atom = 2.415 eV Å⁻¹

Bonds (Å) are listed after each position.
Atoms and positions in Å:
1 O -1.721 1.461 -1.146  C2 1.429, H7 0.957
2 C -0.400 1.756 -1.603  O1 1.429, C3 1.514, H8 1.096, H9 1.093
3 C 0.676 1.264 -0.658  C2 1.514, C4 1.557, H10 1.090, H11 1.103
4 C 1.717 0.229 -1.175  C3 1.557, C5 1.522, H12 1.097, H13 1.098
5 C 1.639 -1.132 -0.498  C4 1.522, O6 1.427, H14 1.088, H15 1.112
6 O 0.304 -1.624 -0.399  C5 1.427, H16 0.950
7 H -2.350 1.504 -1.866  O1 0.957
8 H -0.242 1.488 -2.654  C2 1.096
9 H -0.327 2.845 -1.547  C2 1.093
10 H 1.249 2.090 -0.236  C3 1.090
11 H 0.279 0.830 0.275  C3 1.103
12 H 2.705 0.645 -0.940  C4 1.097
13 H 1.674 0.105 -2.266  C4 1.098
14 H 2.259 -1.260 0.387  C5 1.088
15 H 2.104 -1.888 -1.169  C5 1.112
16 H -0.325 -0.943 -0.607  O6 0.950
17 O -1.399 -1.859 1.742  H18 0.996, H19 0.970
18 H -0.725 -1.715 1.024  O17 0.996
19 H -1.970 -2.616 1.538  O17 0.970
20 O -0.236 0.308 2.977  H21 0.973, H22 0.968
21 H -1.127 0.380 3.362  O20 0.973
22 H -0.281 -0.628 2.735  O20 0.968

Which charges does Mulliken predict for the atoms? In e, they are: atom 1 (O): -0.538, atom 2 (C): -0.537, atom 3 (C): -0.667, atom 4 (C): -0.536, atom 5 (C): -0.444, atom 6 (O): -0.669, atom 7 (H): 0.289, atom 8 (H): 0.374, atom 9 (H): 0.291, atom 10 (H): 0.457, atom 11 (H): 0.370, atom 12 (H): 0.254, atom 13 (H): 0.355, atom 14 (H): 0.295, atom 15 (H): 0.272, atom 16 (H): 0.344, atom 17 (O): -0.706, atom 18 (H): 0.515, atom 19 (H): 0.280, atom 20 (O): -0.658, atom 21 (H): 0.306, atom 22 (H): 0.354

A 4-piece molecular cluster, C4H14O4 overall at a distorted geometry, computed with wB97M-V/def2-TZVPD.

LUMO = 0.7 eV
E = -12564.229 eV
ΔE to the lowest compared entry with this formula, charge and spin = 77.1 kJ/mol
HOMO energy = -0.3598 Eh
Frontier orbital gap = 10.50 eV
SMILES string = CCCC=O.O.O.O
2S+1 = 1
Strongest force on any atom = 2.504 eV Å⁻¹

Bonds (Å) are listed after each position.
Atoms and positions in Å:
1 C -0.322 -2.602 -1.164  C2 1.570, H6 1.081, H7 1.091, H8 1.095
2 C -0.607 -1.511 -0.071  C1 1.570, C3 1.528, H9 1.091, H10 1.092
3 C 0.551 -1.468 0.926  C2 1.528, C4 1.468, H11 1.092, H12 1.110
4 C 0.545 -0.298 1.811  C3 1.468, O5 1.208, H13 1.111
5 O -0.461 0.337 2.020  C4 1.208
6 H -1.249 -3.040 -1.503  C1 1.081
7 H 0.450 -3.306 -0.849  C1 1.091
8 H 0.160 -2.096 -2.006  C1 1.095
9 H -1.595 -1.639 0.372  C2 1.091
10 H -0.626 -0.602 -0.675  C2 1.092
11 H 1.381 -1.649 0.241  C3 1.092
12 H 0.683 -2.440 1.445  C3 1.110
13 H 1.484 -0.106 2.374  C4 1.111
14 O 0.183 3.247 -1.063  H15 0.971, H16 0.965
15 H 0.193 3.478 -0.120  O14 0.971
16 H -0.763 3.378 -1.199  O14 0.965
17 O 1.768 0.060 -1.281  H18 0.959, H19 0.953
18 H 2.567 0.391 -0.867  O17 0.959
19 H 1.567 0.739 -1.918  O17 0.953
20 O -1.686 3.220 1.059  H21 0.947, H22 0.971
21 H -2.269 3.568 1.719  O20 0.947
22 H -1.954 2.340 0.748  O20 0.971

Which charges does Mulliken predict for the atoms? In e, they are: atom 1 (C): -1.186, atom 2 (C): -0.248, atom 3 (C): -0.689, atom 4 (C): -0.068, atom 5 (O): -0.477, atom 6 (H): 0.336, atom 7 (H): 0.305, atom 8 (H): 0.282, atom 9 (H): 0.517, atom 10 (H): 0.172, atom 11 (H): 0.330, atom 12 (H): 0.389, atom 13 (H): 0.349, atom 14 (O): -0.624, atom 15 (H): 0.326, atom 16 (H): 0.303, atom 17 (O): -0.545, atom 18 (H): 0.269, atom 19 (H): 0.270, atom 20 (O): -0.623, atom 21 (H): 0.279, atom 22 (H): 0.332

A 5-piece molecular cluster, C4H14O7 overall at a distorted geometry, computed with wB97M-V/def2-TZVPD.

LUMO (alpha / beta) = 3.1 / 2.8 eV
Total charge = -1
E = -18707.057 eV
Expectation value of S² = 0.7531
HOMO energy (alpha / beta) = -0.0017 / -0.1613 Eh
Frontier orbital gap (alpha / beta) = 3.19 / 7.21 eV
2S+1 = 2
Strongest force on any atom = 1.885 eV Å⁻¹

Bonds (Å) are listed after each position.
Atoms and positions in Å:
1 O -0.423 -1.039 -1.252  C2 1.206
2 C 0.775 -1.167 -1.209  O1 1.206, O3 1.353, C4 1.498
3 O 1.344 -2.165 -0.493  C2 1.353, H8 0.969
4 C 1.792 -0.272 -1.849  C2 1.498, C5 1.525, H9 1.081, H10 1.094
5 C 1.442 1.196 -1.635  C4 1.525, C6 1.538, H11 1.091, H12 1.090
6 C 1.673 1.619 -0.175  C5 1.538, O7 1.275, H13 1.097
7 O 2.859 1.503 0.278  C6 1.275
8 H 0.683 -2.540 0.108  O3 0.969
9 H 2.750 -0.420 -1.371  C4 1.081
10 H 1.950 -0.503 -2.906  C4 1.094
11 H 0.468 1.587 -1.932  C5 1.091
12 H 2.182 1.790 -2.171  C5 1.090
13 H 0.819 1.959 0.423  C6 1.097
14 H -2.818 1.510 -1.296  O16 0.961
15 H -2.164 1.205 0.071  O16 0.964
16 O -2.687 1.857 -0.410  H14 0.961, H15 0.964
17 H -0.208 1.085 2.053  O19 0.980
18 H -0.679 2.358 2.669  O19 0.970
19 O -1.029 1.610 2.160  H17 0.980, H18 0.970
20 H -0.594 -0.940 2.649  O22 0.960
21 H 0.367 -1.799 3.578  O22 0.957
22 O 0.106 -0.919 3.306  H20 0.960, H21 0.957
23 H -3.405 -2.269 -0.722  O25 0.975
24 H -2.218 -2.369 0.214  O25 0.966
25 O -2.984 -2.876 -0.086  H23 0.975, H24 0.966

Which charges does Mulliken predict for the atoms? In e, they are: atom 1 (O): -0.188, atom 2 (C): 0.052, atom 3 (O): -0.226, atom 4 (C): -0.816, atom 5 (C): -0.616, atom 6 (C): -0.259, atom 7 (O): -0.722, atom 8 (H): 0.236, atom 9 (H): 0.282, atom 10 (H): 0.430, atom 11 (H): 0.252, atom 12 (H): 0.325, atom 13 (H): 0.470, atom 14 (H): 0.308, atom 15 (H): 0.314, atom 16 (O): -0.634, atom 17 (H): 0.254, atom 18 (H): 0.294, atom 19 (O): -0.668, atom 20 (H): 0.285, atom 21 (H): 0.346, atom 22 (O): -0.713, atom 23 (H): 0.323, atom 24 (H): 0.314, atom 25 (O): -0.643